# 1
DFT (ωB97M-V with the def2-TZVPD basis set) results for a structure of composition C3H6FeO4 in a non-equilibrium geometry.

Results
- HOMO (alpha / beta): -18.32 / -17.85 eV
- Relative energy (zero: lowest compared OMol25 entry of this formula, charge and spin): 52.6 kcal per mole
- Frontier orbital gap (alpha / beta): 6.7072 / 2.7797 eV
- Charge: +2
- <S²>: 12.01
- 2S+1: 7

Last column: Löwdin spin population.
Atoms and positions in Å:
O (-1.1668, -1.2684, 0.9319)  0.182
C (-0.7437, -0.6389, -0.2846)  0.026
C (-0.4589, 0.8339, -0.0293)  0.013
O (0.0703, 1.4301, -1.2247)  0.014
C (1.3628, 1.5053, -1.3821)  0.029
O (1.8319, 2.0680, -2.4053)  0.690
O (2.2255, 1.0394, -0.6207)  0.282
H (-2.0943, -1.0775, 1.1225)  0.008
H (-1.5234, -0.7608, -1.0449)  0.006
H (0.1510, -1.1719, -0.6245)  0.005
H (0.2363, 0.9837, 0.8055)  0.003
H (-1.3855, 1.3750, 0.1913)  0.000
Fe (-0.0712, -2.2475, 2.1438)  4.314
H (1.5660, -2.0706, 2.4211)  0.427

=====

# 2
DFT (ωB97M-V with the def2-TZVPD basis set) results for a structure of composition C42H33N5O3RuS2Te.

Results
- HOMO: -7.55 eV
- Relative energy (zero: lowest compared OMol25 entry of this formula, charge and spin): 0.0 kcal per mole
- Frontier orbital gap: 6.2640 eV
- 2S+1: 1

Last column: Mulliken charge in e.
Atoms and positions in Å:
Ru (-0.3242, 0.2959, 0.6104)  0.038
S (5.8426, -0.7298, 4.7363)  0.105
N (5.6538, -0.7372, 3.1332)  -0.684
C (4.3717, -0.5259, 2.8973)  0.708
C (3.7516, -0.4837, 1.5861)  0.569
C (4.4192, -0.6729, 0.3772)  -0.714
C (3.6946, -0.6200, -0.7942)  -1.008
C (2.3255, -0.3670, -0.7462)  -0.716
N (1.6897, -0.1824, 0.4005)  0.567
C (2.3802, -0.2550, 1.5505)  -0.300
C (1.5971, -0.0839, 2.7609)  0.184
N (0.2813, 0.1349, 2.5760)  0.306
C (-0.5157, 0.2687, 3.6304)  -0.323
C (-0.0202, 0.1908, 4.9296)  -1.083
C (1.3289, -0.0088, 5.1343)  -0.520
C (2.1665, -0.1472, 4.0273)  0.428
C (3.6005, -0.3662, 4.0852)  0.882
N (4.3169, -0.4622, 5.1905)  -0.704
H (5.4847, -0.8600, 0.3782)  0.536
H (4.1708, -0.7663, -1.7530)  0.468
H (1.7163, -0.2956, -1.6379)  0.534
H (-1.5592, 0.4517, 3.4037)  0.671
H (-0.7017, 0.3002, 5.7605)  0.444
H (1.7488, -0.0600, 6.1301)  0.570
O (-4.0567, 1.9102, 1.0573)  -0.682
C (-2.9126, 1.7912, 0.6693)  0.300
O (-2.1365, 0.8414, 1.1381)  -0.519
C (-2.3928, 2.7385, -0.3967)  0.416
C (-3.3850, 3.3910, -1.1248)  -0.679
C (-3.0812, 4.3124, -2.1114)  -0.591
C (-1.7541, 4.6134, -2.3786)  -0.524
C (-0.7524, 3.9775, -1.6672)  -0.845
C (-1.0523, 3.0393, -0.6794)  0.944
S (0.3552, 2.3715, 0.1647)  -0.467
H (-4.4118, 3.1546, -0.8830)  0.474
H (-3.8761, 4.7924, -2.6669)  0.385
H (-1.4960, 5.3330, -3.1452)  0.370
H (0.2869, 4.1951, -1.8778)  0.447
C (-0.6108, -10.7182, 1.7936)  -1.543
C (-0.6517, -9.2161, 1.7298)  0.701
C (-0.3281, -8.4383, 2.8322)  -0.907
C (-0.3529, -7.0486, 2.7876)  1.074
C (0.0196, -6.2997, 4.0370)  -1.563
C (-0.7167, -6.4060, 1.5932)  -0.340
Te (-0.8298, -4.2764, 1.4620)  0.684
N (-0.4646, -1.4678, -0.1268)  0.029
C (-1.0813, -1.0576, -1.2057)  0.200
O (-0.9912, 0.2187, -1.3965)  -0.458
C (-1.7977, -1.9234, -2.1715)  0.290
C (-2.6280, -2.9483, -1.7359)  -0.065
C (-3.2903, -3.7399, -2.6621)  -0.691
C (-3.1169, -3.5161, -4.0207)  -0.430
C (-2.2955, -2.4846, -4.4565)  -0.736
C (-1.6457, -1.6813, -3.5331)  -0.309
C (1.2601, -3.9522, 1.5886)  0.282
C (1.8200, -3.6281, 2.8205)  -0.476
C (3.1968, -3.5277, 2.9771)  -0.759
C (4.0207, -3.7275, 1.8803)  -0.793
C (3.4616, -3.9981, 0.6397)  -0.596
C (2.0837, -4.1137, 0.4684)  0.673
C (1.5174, -4.4124, -0.8912)  -1.451
C (-1.0543, -7.1759, 0.4688)  1.090
C (-1.4833, -6.6051, -0.8612)  -1.555
C (-1.0134, -8.5649, 0.5624)  -0.852
H (-0.3638, -11.0637, 2.7967)  0.345
H (0.1367, -11.1179, 1.1060)  0.327
H (-1.5736, -11.1489, 1.5143)  0.352
H (-0.0491, -8.9261, 3.7600)  0.274
H (0.0118, -6.9687, 4.8970)  0.451
H (-0.6674, -5.4735, 4.2260)  0.280
H (1.0206, -5.8752, 3.9516)  0.258
H (-2.7624, -3.1082, -0.6753)  0.565
H (-3.9465, -4.5306, -2.3216)  0.412
H (-3.6316, -4.1386, -4.7413)  0.404
H (-2.1698, -2.3016, -5.5157)  0.404
H (-1.0239, -0.8566, -3.8582)  0.456
H (1.1697, -3.4885, 3.6765)  0.735
H (3.6182, -3.3161, 3.9528)  0.537
H (5.0973, -3.6669, 1.9854)  0.419
H (4.1084, -4.1359, -0.2197)  0.397
H (2.2974, -4.3746, -1.6519)  0.471
H (0.7328, -3.6959, -1.1435)  0.069
H (1.0673, -5.4084, -0.9128)  0.214
H (-1.2586, -5.5465, -0.9637)  -0.119
H (-2.5609, -6.7295, -0.9929)  0.444
H (-0.9962, -7.1415, -1.6771)  0.399
H (-1.2727, -9.1508, -0.3142)  0.420

=====

# 3
DFT (ωB97M-V with the def2-TZVPD basis set) results for a cluster of 3 separate species, C29H54N3O4 in total.

Results
- HOMO: -12.31 eV
- Relative energy (zero: lowest compared OMol25 entry of this formula, charge and spin): 0.0 kcal per mole
- Frontier orbital gap: 7.8675 eV
- Charge: +1
- 2S+1: 1

Last column: Mulliken charge in e.
Atoms and positions in Å:
C (1.9400, -0.0632, 6.4365)  -0.797
C (1.9726, 1.1989, 5.6110)  0.703
O (1.4404, 2.2166, 5.9514)  -0.534
O (2.6766, 1.1000, 4.4421)  -0.451
C (1.8674, 0.7773, 3.2936)  -0.311
C (2.1661, -0.6215, 2.7532)  -0.588
C (0.8945, -1.3771, 2.3266)  1.135
C (0.5487, -2.4943, 3.3065)  -0.320
C (-0.5812, -3.4453, 2.8748)  -1.364
C (-1.6318, -2.8289, 1.9510)  -0.998
C (-2.4274, -1.7042, 2.5420)  0.312
C (-3.0019, -0.7264, 1.7625)  -0.084
C (-3.6950, 0.3337, 2.3544)  -0.036
C (-4.2896, 1.4508, 1.5467)  -0.836
C (-3.7410, 2.8080, 1.9793)  -0.603
O (-2.5082, 3.0143, 1.2567)  -0.392
C (-1.3988, 2.9590, 2.0472)  -0.075
O (-0.8647, 1.9266, 2.3228)  -0.307
N (-3.8214, 0.4255, 3.6667)  -0.882
N (-3.2701, -0.5189, 4.3981)  0.793
C (-3.3843, -0.3198, 5.8625)  -0.489
C (-3.7361, -1.5955, 6.5798)  -0.134
N (-2.8038, -2.2762, 7.0865)  -0.470
C (-2.6004, -1.5540, 3.9146)  -0.142
H (0.9243, -0.4594, 6.4569)  0.083
H (2.6022, -0.8251, 6.0343)  0.321
H (2.2431, 0.1676, 7.4552)  0.353
H (0.8153, 0.8560, 3.5723)  0.179
H (2.0648, 1.5447, 2.5488)  0.339
H (2.6742, -1.1674, 3.5498)  0.395
H (2.8757, -0.5626, 1.9292)  0.041
H (0.0777, -0.6493, 2.2897)  -0.405
H (1.0185, -1.7695, 1.3160)  -0.128
H (1.4474, -3.0913, 3.4649)  0.545
H (0.3000, -2.0439, 4.2728)  -0.109
H (-1.0846, -3.8033, 3.7779)  0.439
H (-0.1915, -4.3457, 2.4044)  0.483
H (-1.1626, -2.4483, 1.0427)  0.405
H (-2.3101, -3.6185, 1.6170)  0.554
H (-2.8920, -0.7534, 0.6864)  0.434
H (-5.3742, 1.4395, 1.6637)  0.403
H (-4.0241, 1.3053, 0.5034)  0.376
H (-3.5433, 2.8128, 3.0517)  0.406
H (-4.4253, 3.6235, 1.7629)  0.417
H (-1.0750, 3.9261, 2.4505)  0.458
H (-4.1553, 0.4316, 6.0038)  0.402
H (-2.4281, 0.0500, 6.2266)  0.221
H (-4.7882, -1.8751, 6.6466)  0.402
H (-3.1591, -3.1012, 7.5687)  0.259
H (-2.1719, -2.2448, 4.6251)  0.564
C (3.3465, -1.0375, -4.8706)  -0.924
C (2.5711, -2.1483, -4.1686)  -0.548
C (1.8385, -1.6777, -2.9134)  -0.216
C (2.7424, -1.1301, -1.8078)  -0.272
C (3.8100, -2.1011, -1.3059)  -0.585
C (3.2270, -3.3701, -0.6936)  -0.782
H (4.1325, -0.6271, -4.2349)  0.287
H (3.8223, -1.4080, -5.7786)  0.401
H (2.6819, -0.2177, -5.1528)  0.009
H (3.2488, -2.9708, -3.9237)  0.269
H (1.8349, -2.5615, -4.8626)  0.394
H (1.2386, -2.5051, -2.5212)  0.318
H (1.1253, -0.8966, -3.1954)  -0.061
H (2.1114, -0.8317, -0.9611)  0.007
H (3.2283, -0.2138, -2.1526)  0.419
H (4.4162, -1.5879, -0.5548)  0.392
H (4.4945, -2.3662, -2.1150)  0.340
H (2.5591, -3.1251, 0.1380)  -0.129
H (4.0123, -4.0183, -0.3035)  0.421
H (2.6568, -3.9507, -1.4200)  0.315
C (0.8020, 4.7568, -7.4512)  -1.281
C (1.0970, 3.2861, -7.1730)  -0.270
C (-0.1016, 2.3678, -7.4067)  -0.683
C (-1.3143, 2.6561, -6.5196)  -0.812
C (-1.0338, 2.6010, -5.0190)  -0.463
C (-0.5546, 1.2330, -4.5435)  -0.621
H (0.0272, 5.1468, -6.7892)  0.294
H (1.6932, 5.3681, -7.3061)  0.385
H (0.4651, 4.8973, -8.4801)  0.303
H (1.4625, 3.1739, -6.1479)  0.218
H (1.9139, 2.9580, -7.8203)  0.372
H (0.2145, 1.3297, -7.2692)  0.301
H (-0.4119, 2.4491, -8.4527)  0.396
H (-2.1002, 1.9334, -6.7611)  0.366
H (-1.7255, 3.6381, -6.7672)  0.338
H (-1.9501, 2.8657, -4.4840)  0.354
H (-0.2952, 3.3598, -4.7471)  0.274
H (-1.2894, 0.4588, -4.7767)  0.302
H (-0.3954, 1.2316, -3.4629)  0.359
H (0.3897, 0.9513, -5.0119)  -0.153

=====

# 4
DFT (ωB97M-V with the def2-TZVPD basis set) results for a cluster of 2 separate species, C5H6N2O2S in total in a non-equilibrium geometry.

Results
- HOMO (alpha / beta): -9.01 / -9.01 eV
- Relative energy (zero: lowest compared OMol25 entry of this formula, charge and spin): 177.6 kcal per mole
- Frontier orbital gap (alpha / beta): 6.9586 / 6.9577 eV
- 2S+1: 1

Last column: Mulliken charge in e.
Atoms and positions in Å:
C (-1.3594, 1.7962, 0.2288)  -0.305
C (-0.1394, 0.0893, 0.0450)  0.204
C (-1.3721, -0.3053, -0.3252)  0.467
C (1.8108, -0.9973, 0.7174)  -0.304
C (-1.8023, -1.5389, -0.9112)  -1.106
N (-2.0926, 0.8269, -0.3583)  -0.586
N (-0.1320, 1.3135, 0.5281)  0.044
O (4.3890, 0.0368, 0.2929)  -0.465
O (2.5360, 1.4560, 1.1146)  -0.614
S (2.9501, 0.2209, 0.4164)  0.889
H (-1.7071, 2.8318, 0.4974)  0.346
H (1.7914, -1.7732, -0.1264)  0.247
H (-0.8670, -2.0872, -0.9612)  0.232
H (-2.4502, -2.0676, -0.1921)  0.261
H (-2.3813, -1.5322, -1.8193)  0.335
H (0.8261, 1.7301, 0.8531)  0.357

=====

# 5
DFT (ωB97M-V with the def2-TZVPD basis set) results for the molecule C21H32N4O2.

Results
- HOMO: -8.24 eV
- Relative energy (zero: lowest compared OMol25 entry of this formula, charge and spin): 0.1 kcal per mole
- Structure (SMILES): Cc1cccnc1CCNC(=O)C[C@@H]1C(=O)NCCN1CC1CCCCC1
- Frontier orbital gap: 9.1071 eV
- 2S+1: 1

Last column: Mulliken charge in e.
Atoms and positions in Å:
C (-5.1461, -1.0131, 0.7788)  -1.749
C (-4.6503, -0.1583, -0.3433)  1.115
C (-4.4374, -0.7135, -1.5998)  -0.367
C (-3.9131, 0.0566, -2.6216)  -0.411
C (-3.6066, 1.3761, -2.3423)  -0.646
N (-3.8111, 1.9263, -1.1584)  -0.596
C (-4.3285, 1.1916, -0.1797)  0.805
C (-4.4702, 1.9289, 1.1267)  -1.037
C (-3.3063, 1.5779, 2.0689)  -0.764
N (-2.0541, 1.5573, 1.3463)  -0.136
C (-1.5165, 0.3868, 0.9269)  0.764
O (-1.8570, -0.6875, 1.3823)  -0.658
C (-0.4413, 0.5685, -0.1286)  -1.450
C (0.3275, -0.7224, -0.4682)  0.191
C (-0.6884, -1.8316, -0.7560)  -0.310
O (-1.5790, -1.6635, -1.5687)  -0.658
N (-0.5030, -3.0175, -0.1492)  0.043
C (0.4848, -3.2978, 0.8659)  -0.819
C (0.9046, -1.9728, 1.5077)  -0.682
N (1.3520, -1.0158, 0.5214)  0.504
C (2.6576, -1.2963, -0.0510)  -1.865
C (3.3790, 0.0038, -0.4279)  1.267
C (4.7121, -0.2877, -1.1164)  -1.104
C (5.4166, 1.0126, -1.4938)  -0.696
C (5.6382, 1.8828, -0.2603)  -0.675
C (4.3106, 2.1701, 0.4351)  -0.733
C (3.6176, 0.8647, 0.8117)  -0.886
H (-5.8292, -0.4740, 1.4316)  0.303
H (-4.2905, -1.3443, 1.3682)  0.222
H (-5.6504, -1.8949, 0.3899)  0.494
H (-4.6670, -1.7549, -1.7694)  0.357
H (-3.7287, -0.3632, -3.5968)  0.407
H (-3.1763, 2.0310, -3.0902)  0.407
H (-5.4167, 1.6983, 1.6157)  0.343
H (-4.4410, 2.9965, 0.9015)  0.415
H (-3.2450, 2.3058, 2.8832)  0.371
H (-3.4358, 0.5800, 2.4904)  0.282
H (-1.8523, 2.3866, 0.8073)  0.353
H (-0.9537, 0.9103, -1.0318)  0.344
H (0.2657, 1.3347, 0.1920)  0.420
H (0.8250, -0.5408, -1.4286)  0.554
H (-1.1968, -3.7220, -0.3537)  0.297
H (1.3545, -3.7976, 0.4157)  0.278
H (0.0548, -3.9653, 1.6168)  0.499
H (0.0375, -1.5482, 2.0156)  0.254
H (1.7002, -2.1355, 2.2367)  0.553
H (2.5973, -1.9488, -0.9380)  0.262
H (3.2549, -1.8155, 0.7027)  0.599
H (2.7471, 0.5673, -1.1226)  0.192
H (4.5452, -0.8915, -2.0117)  0.401
H (5.3491, -0.8630, -0.4400)  0.322
H (6.3742, 0.7902, -1.9695)  0.382
H (4.8041, 1.5583, -2.2155)  0.329
H (6.1203, 2.8194, -0.5485)  0.348
H (6.3038, 1.3635, 0.4331)  0.305
H (4.4822, 2.7726, 1.3296)  0.354
H (3.6675, 2.7439, -0.2364)  0.308
H (4.2455, 0.3130, 1.5152)  0.278
H (2.6628, 1.0614, 1.3010)  0.322

=====

# 6
DFT (ωB97M-V with the def2-TZVPD basis set) results for the molecule C15H18N4O3 in a non-equilibrium geometry.

Results
- HOMO: -8.95 eV
- Relative energy (zero: lowest compared OMol25 entry of this formula, charge and spin): 43.8 kcal per mole
- Structure (SMILES): N[C@@H](Cc1ccccc1)C(=O)N[C@@H](Cc1c[nH]cn1)C(=O)O
- Frontier orbital gap: 9.5496 eV
- 2S+1: 1

Last column: Mulliken charge in e.
Atoms and positions in Å:
N (1.3124, 3.5402, -0.3511)  -0.674
C (1.6009, 2.1155, -0.4073)  0.579
C (2.8897, 1.6171, 0.2084)  -1.324
C (3.0745, 0.0789, 0.1318)  0.395
C (2.7647, -0.6610, 1.2123)  -0.245
C (3.1626, -2.0521, 1.1480)  -0.567
C (3.9303, -2.5642, 0.1646)  -0.595
C (4.1530, -1.7778, -0.9646)  -0.413
C (3.7578, -0.4777, -0.9515)  -0.234
C (0.3257, 1.4818, 0.3212)  0.027
O (-0.1830, 2.0315, 1.2679)  -0.695
N (-0.1090, 0.3481, -0.1860)  0.099
C (-1.3388, -0.2112, 0.2690)  0.093
C (-2.4488, 0.4781, -0.5925)  -0.585
C (-3.8086, -0.0663, -0.2364)  0.400
C (-4.3010, -0.1473, 0.9637)  -0.474
N (-5.6651, -0.3416, 0.7850)  -0.067
C (-5.8572, -0.3150, -0.5578)  -0.302
N (-4.7603, -0.2354, -1.2959)  -0.636
C (-1.3171, -1.6782, 0.0752)  0.117
O (-1.6998, -2.5781, 0.7800)  -0.594
O (-0.6863, -1.8448, -1.0594)  -0.461
H (0.6981, 3.7168, 0.4610)  0.246
H (2.1079, 4.1595, -0.3883)  0.246
H (1.5956, 1.8230, -1.5009)  0.228
H (3.0006, 2.0598, 1.2612)  0.276
H (3.7109, 2.1023, -0.3416)  0.434
H (2.1732, -0.2182, 1.9535)  0.573
H (2.8829, -2.7301, 1.9886)  0.303
H (4.3762, -3.5169, 0.1360)  0.463
H (4.6132, -2.2348, -1.8672)  0.337
H (3.8949, 0.0628, -1.9004)  0.317
H (0.2822, -0.2954, -0.8826)  0.333
H (-1.6631, 0.1261, 1.2893)  0.449
H (-2.4250, 1.5875, -0.5790)  0.391
H (-2.1938, 0.1808, -1.6024)  0.265
H (-3.8959, 0.0674, 1.9627)  0.373
H (-6.3798, -0.4167, 1.4911)  0.191
H (-6.8892, -0.4063, -1.0219)  0.382
H (-0.6855, -2.8079, -1.1837)  0.348